C45H119N8O16 | ωB97M-V/def2-TZVPD

Geometry as XYZ:
```
188
Properties=species:S:1:pos:R:3:forces:R:3:lowdin_charge:R:1
C 1.364387 2.673236 -3.983550 -0.55 -1.47 1.94 -0.027
C 1.715401 2.182462 -2.474664 0.08 2.47 -1.40 -0.416
C 2.057236 3.586975 -1.760177 -0.49 -3.89 1.52 -0.109
C 2.054437 3.224420 -0.239065 -1.65 2.06 0.55 -0.178
C 0.652522 2.713038 0.252503 1.62 -0.10 -1.22 -0.140
C 0.365425 1.341064 -0.422861 0.63 0.33 0.75 -0.433
N 0.451718 1.597493 -1.887023 -0.18 0.80 -0.15 -0.148
O -0.225995 0.656143 -2.717596 0.77 0.18 0.76 -0.275
C -1.049799 0.885409 0.109348 0.00 0.64 -0.58 -0.020
C 1.408768 0.354687 0.171498 -0.12 -1.54 0.01 -0.043
C 3.015676 1.377332 -2.654260 -0.19 -0.83 -0.94 -0.046
H 2.151466 3.241179 -4.479571 0.22 -0.19 0.23 0.072
H 0.460367 3.278226 -3.914068 0.12 0.02 -0.21 0.061
H 1.119025 1.730917 -4.473388 0.02 0.35 -0.57 0.051
H 1.231541 4.253331 -2.009771 0.25 0.29 0.24 0.103
H 3.053781 3.965104 -1.988261 -0.17 0.04 -0.55 0.097
H 2.149647 4.211166 0.214119 0.30 0.16 0.65 0.078
H 2.843979 2.621332 0.209276 0.22 -0.15 -0.77 0.089
H -0.073018 3.473210 -0.037009 -0.31 -0.17 -0.08 0.106
H 0.665351 2.646476 1.340394 -0.05 -0.22 0.16 0.097
H -1.557107 1.748540 0.540327 -0.17 0.32 -0.28 0.064
H -1.091389 0.190601 0.948165 0.75 -0.38 -0.09 0.071
H -1.696772 0.456187 -0.655701 0.30 -0.13 -0.11 0.048
H 2.470973 0.379210 -0.071860 -0.04 0.98 -0.18 0.062
H 1.207305 -0.682786 -0.095271 -0.59 -0.22 -0.43 0.055
H 1.323146 0.290973 1.256258 0.01 0.42 0.28 0.067
H 2.837515 0.549038 -3.340047 -0.50 -0.53 0.20 0.065
H 3.585079 0.950662 -1.828534 -0.24 0.41 0.36 0.065
H 3.680739 1.938652 -3.310536 0.31 0.52 0.45 0.058
C -3.159725 -1.394331 3.509904 -0.04 -0.08 0.24 -0.050
C -2.392036 -2.723574 3.746088 -0.97 0.83 0.33 -0.368
C -3.343342 -3.945352 4.153165 1.19 -0.16 -0.30 -0.163
O -3.749023 -4.083723 5.505948 0.86 0.99 0.21 -0.196
C -4.128523 -5.405542 5.809362 -0.73 0.90 0.25 -0.126
N -1.797094 -2.992336 2.470319 -0.18 -2.01 -1.63 0.032
H -3.780583 -1.522408 2.623208 -0.20 -0.31 0.02 0.066
H -2.513117 -0.564488 3.224666 0.37 -0.21 0.11 0.040
H -3.794371 -1.019987 4.313139 0.10 -0.32 0.29 0.071
H -1.527499 -2.670320 4.407782 -0.68 0.39 1.24 0.114
H -2.737895 -4.832232 3.966130 0.27 -0.23 -0.47 0.104
H -4.236784 -4.049286 3.537492 -0.01 0.47 -0.48 0.124
H -4.951147 -5.657675 5.140175 -0.08 -0.58 -0.05 0.085
H -4.511129 -5.349203 6.828454 -0.03 -0.23 -0.01 0.086
H -3.329132 -6.145720 5.774650 0.25 0.06 -0.28 0.085
H -1.302193 -3.872179 2.502690 -0.03 -0.39 -0.06 0.063
H -1.085138 -2.388282 2.085157 -0.22 0.81 0.52 0.066
C -4.178794 3.386989 1.628587 0.65 -0.09 2.50 -0.018
C -4.572727 1.919619 2.078450 0.59 1.59 0.59 -0.431
C -5.093259 1.714012 3.488813 -1.01 3.20 0.86 -0.224
O -4.286046 2.408215 4.417647 0.44 0.48 0.54 -0.205
C -4.698298 2.223052 5.761183 1.45 -1.20 0.01 -0.106
N -5.659386 1.469409 1.282208 0.22 -1.43 -0.92 0.056
H -3.247730 3.567807 2.165723 0.66 0.03 -0.49 0.053
H -4.729697 4.191956 2.115029 -0.99 -0.34 0.06 0.067
H -4.081428 3.712420 0.592871 -0.02 -1.09 -0.17 0.063
H -3.692340 1.280215 2.143180 0.62 -0.11 -1.22 0.115
H -5.336505 0.713354 3.846043 0.41 -0.47 -0.56 0.120
H -6.010938 2.301945 3.505921 -0.79 -0.38 -0.06 0.124
H -4.254226 2.962172 6.427963 -0.31 0.47 -0.38 0.087
H -4.181565 1.306667 6.046358 -0.25 -0.49 0.55 0.074
H -5.759038 2.061355 5.952969 -0.21 0.44 -0.40 0.088
H -5.630519 0.498720 1.559738 -1.11 -0.81 -0.16 0.050
H -5.259750 1.342321 0.363379 -0.20 0.29 -0.48 0.033
C 9.542386 1.913639 -5.328072 -1.02 -0.65 1.10 -0.070
C 8.251203 1.604285 -6.072601 1.43 0.26 -0.89 -0.436
C 7.248068 2.729387 -6.039761 -0.26 0.10 -0.04 -0.241
O 6.627005 2.832361 -4.761400 -0.56 0.59 -0.46 -0.164
C 5.854477 4.048333 -4.595220 0.24 -0.54 -0.57 -0.079
N 8.773605 1.403541 -7.433382 -0.14 0.36 -0.73 0.010
H 9.290565 1.988869 -4.270235 0.37 0.16 0.16 0.077
H 9.934178 2.868045 -5.679802 0.19 -0.09 -0.01 0.080
H 10.222040 1.078000 -5.495022 0.22 0.31 0.10 0.076
H 7.783999 0.655673 -5.808122 -0.04 0.17 0.54 0.148
H 6.690647 2.496598 -6.947059 -1.82 -0.28 0.42 0.113
H 7.598471 3.701537 -6.386522 1.05 0.33 0.54 0.120
H 5.309509 4.237535 -5.520052 -0.19 0.11 0.00 0.085
H 6.472333 4.918856 -4.374878 0.42 -0.04 -0.11 0.081
H 5.135970 3.978885 -3.778506 0.14 -0.57 -0.03 0.069
H 8.083021 1.283906 -8.160642 -0.61 -0.40 0.13 0.063
H 9.180326 2.289582 -7.697211 0.55 0.18 -0.12 0.061
C -0.459543 -6.602758 -0.046766 0.59 0.02 2.53 -0.087
C -0.822819 -5.623031 -1.089162 -0.90 -0.47 -1.77 -0.478
C -1.266954 -4.285527 -0.618909 0.11 1.76 -1.28 -0.171
O -1.633630 -3.437263 -1.767896 0.66 -1.88 1.21 -0.155
C -1.752896 -2.115381 -1.363064 -1.05 0.58 -0.40 -0.151
N 0.144671 -5.511836 -2.181849 -0.43 -0.83 0.32 0.084
H -0.268626 -7.642115 -0.313949 -0.27 0.13 -0.62 0.078
H -1.229647 -6.590439 0.724531 -0.33 -0.31 0.10 0.073
H 0.420455 -6.303050 0.522347 0.45 0.23 -0.05 0.071
H -1.718988 -6.084721 -1.503688 -0.28 0.21 -0.65 0.140
H -0.414593 -3.756469 -0.192677 0.13 0.03 0.73 0.114
H -2.107650 -4.370657 0.069625 0.03 0.21 0.26 0.115
H -0.926266 -1.671171 -0.808577 0.41 -0.43 0.16 0.062
H -2.662700 -2.028292 -0.769118 -0.16 0.36 0.48 0.073
H -1.875939 -1.492565 -2.249107 0.10 -0.07 -0.16 0.086
H 1.073825 -5.556169 -1.788388 0.45 0.38 0.07 0.059
H 0.034709 -6.434734 -2.577162 0.41 -0.11 -0.91 0.068
C 2.862323 -2.899903 5.965838 2.29 -2.01 0.33 -0.067
C 2.660873 -2.316270 4.597420 -1.31 -0.06 0.51 -0.407
C 1.630359 -3.213153 3.818958 0.55 0.15 -0.57 -0.184
O 1.316357 -2.798584 2.490973 1.28 -0.21 -0.09 -0.208
C 2.476578 -3.026737 1.672992 -0.31 1.13 -0.61 -0.088
N 2.102937 -1.004863 4.837181 -0.63 0.66 -0.72 0.060
H 3.934028 -3.005542 6.134325 0.37 0.45 0.18 0.073
H 2.661153 -3.970590 5.930415 -0.89 -0.07 0.49 0.076
H 2.519697 -2.390382 6.866442 -0.64 -0.03 -0.44 0.084
H 3.635310 -2.178217 4.128906 -0.20 -0.42 -0.52 0.129
H 0.662841 -3.250846 4.319554 0.16 0.15 0.48 0.118
H 2.007535 -4.228103 3.693592 0.17 -0.32 0.55 0.112
H 3.024515 -3.943838 1.889248 -0.36 -0.30 0.16 0.090
H 3.188993 -2.207339 1.768618 0.11 0.16 0.27 0.085
H 2.184033 -2.989285 0.623651 -0.27 -0.29 0.09 0.063
H 1.402372 -0.915007 4.115218 -0.22 0.80 -0.42 0.063
H 1.548371 -1.072035 5.678636 -0.17 0.15 0.15 0.039
C 3.864265 1.976640 3.078586 0.36 0.18 -0.43 -0.068
C 3.342585 3.013889 4.091831 0.57 -0.19 -0.41 -0.340
C 3.016699 4.474444 3.519787 -1.23 -1.68 1.63 -0.205
O 4.141028 5.127327 3.041164 1.23 -1.05 0.01 -0.174
C 3.829148 6.313669 2.420701 0.24 1.02 -1.11 -0.141
N 2.321887 2.312612 4.961679 0.64 1.87 -0.81 0.052
H 3.174000 1.610325 2.318687 -0.51 0.53 -0.05 0.049
H 4.150954 1.045820 3.567959 0.13 0.13 0.52 0.063
H 4.753151 2.329274 2.555494 0.04 0.16 -0.06 0.073
H 4.208763 3.280849 4.697287 0.13 -0.30 0.39 0.113
H 2.728250 5.080291 4.378770 -0.70 -0.17 0.42 0.118
H 2.174086 4.468608 2.828364 0.02 -0.10 -0.47 0.112
H 3.731372 6.146610 1.348023 -0.47 0.03 -0.25 0.083
H 4.643170 7.034589 2.496436 0.24 -0.13 0.37 0.084
H 2.936131 6.803869 2.808440 -0.21 -0.10 0.12 0.088
H 1.414694 2.697997 4.741307 -0.21 0.08 0.16 0.028
H 2.259434 1.353761 4.650527 0.24 -0.24 -0.05 0.006
C -5.947386 -2.008928 0.050984 1.56 0.31 -1.88 -0.042
C -5.731625 -1.349700 -1.393024 0.65 -0.71 2.78 -0.364
C -7.038958 -1.079366 -2.093728 0.06 1.07 -1.19 -0.227
O -7.777951 -2.202424 -2.534742 0.00 -0.40 -0.60 -0.177
C -8.868498 -1.920225 -3.426237 0.17 0.24 0.87 -0.107
N -4.818671 -0.193321 -1.162569 -0.11 0.29 -0.55 0.040
H -4.989969 -1.999812 0.571918 0.20 0.18 -0.10 0.037
H -6.134519 -3.074138 -0.084683 -1.08 0.15 0.41 0.069
H -6.594128 -1.338246 0.616677 -0.59 -0.66 -0.01 0.063
H -5.103480 -1.935704 -2.063943 -0.50 -0.87 0.23 0.139
H -6.587008 -0.529604 -2.919320 -0.89 0.43 -0.85 0.122
H -7.765605 -0.452552 -1.576825 0.37 0.46 0.49 0.127
H -9.444716 -2.843240 -3.490374 0.20 0.06 -0.30 0.084
H -8.622357 -1.493728 -4.398667 0.76 -0.55 -0.28 0.081
H -9.546450 -1.147773 -3.063199 -0.10 0.10 0.79 0.073
H -5.119594 0.750811 -1.357893 -0.82 0.04 -0.18 0.054
H -4.040348 -0.264662 -1.802266 0.28 -0.20 -0.02 0.059
C -0.386358 -0.235736 -6.003342 0.74 -0.22 0.85 -0.224
C 1.078211 -0.657139 -6.307397 -1.90 -0.74 0.94 -0.232
O 1.005993 -2.019993 -6.715419 0.59 -0.34 -1.03 -0.073
O -0.930871 -0.968113 -4.881440 0.38 0.90 -1.65 -0.072
H -1.059484 -0.365582 -6.850773 0.25 -0.16 -0.24 0.111
H -0.324502 0.827422 -5.771035 -0.43 0.21 0.07 0.080
H 1.635682 -0.720550 -5.372888 0.02 0.70 0.18 0.093
H 1.523493 0.054688 -7.002473 0.20 -0.23 -0.32 0.110
H 1.436447 -2.121090 -7.567525 -0.02 -0.04 -0.01 0.067
H -0.699308 -0.349386 -4.184911 0.02 -0.06 1.18 0.004
C -0.298543 0.733239 6.183760 0.76 -0.08 0.12 -0.225
C -0.951306 0.987800 4.806033 0.33 -0.76 0.49 -0.218
O -0.486403 2.264591 4.437953 -0.83 0.70 -0.05 -0.075
O -0.561379 -0.557867 6.712558 -0.47 -0.78 -0.70 -0.077
H -0.501445 1.459217 6.971081 -0.75 0.51 -0.46 0.125
H 0.773276 0.862172 6.033135 0.11 -0.07 -0.13 0.070
H -2.026443 0.819085 4.745226 -0.28 0.76 0.65 0.090
H -0.621721 0.318607 4.011269 0.63 -0.73 0.34 0.102
H -1.064050 2.580933 3.739492 -0.05 0.25 -0.12 0.090
H -0.235199 -0.663586 7.609230 0.06 0.38 -0.05 0.085
C 2.230478 -2.498132 -2.462385 1.40 0.40 -1.32 -0.238
C 3.066919 -3.145937 -3.618932 -0.69 1.20 -0.05 -0.248
O 2.418519 -4.296719 -4.065850 0.18 -1.53 0.17 -0.064
O 0.993942 -2.062619 -2.954742 0.64 -0.92 0.22 -0.043
H 2.800188 -1.650608 -2.081307 0.31 0.35 -0.07 0.095
H 2.207927 -3.170979 -1.605144 -0.47 -0.65 -0.03 0.084
H 4.124717 -3.334390 -3.435482 0.16 -0.18 1.14 0.104
H 3.149028 -2.561350 -4.535241 -0.43 1.30 0.30 0.103
H 3.100784 -4.688340 -4.616082 -0.44 -0.56 -0.33 0.077
H 0.722983 -1.307071 -2.428135 -0.51 0.83 -0.18 0.036
C -2.463759 3.493380 -2.354367 -2.50 -0.14 -0.60 -0.213
C -2.671877 3.423048 -3.878444 1.61 -0.53 0.53 -0.207
O -1.743448 2.453634 -4.419560 -1.38 1.20 -0.63 -0.101
O -3.140793 2.383415 -1.742249 1.02 -0.58 0.17 -0.096
H -3.063448 4.248369 -1.845976 0.59 1.22 -0.67 0.106
H -1.392510 3.600249 -2.183770 0.01 -0.37 0.49 0.103
H -2.440071 4.416550 -4.262267 0.07 0.21 -0.35 0.099
H -3.673614 3.146150 -4.207028 -0.12 -0.01 0.37 0.110
H -1.154498 2.131687 -3.733200 0.32 -0.87 0.66 0.005
H -2.445828 1.792967 -1.442265 0.01 -0.45 -0.09 0.020
```
Forces are in eV/Å.

charge = -1
DFT total energy = -93262.995 eV
multiplicity = 1
frontier orbital gap = 5.48 eV